(1)
Here is a molecular structure, C33H38NO4Ru in a non-equilibrium geometry from OMol25. Energies are from ωB97M-V/def2-TZVPD.

Geometry (Å):
Ru  0.309  1.299  -0.781
O  -0.640  -0.589  -1.290
C  -1.822  -0.395  -2.187
C  -2.123  1.206  -2.354
O  -3.251  1.545  -2.696
O  -1.126  1.928  -2.248
C  -1.376  -0.860  -3.561
C  -0.125  -1.337  -3.847
C  0.248  -1.653  -5.149
C  -0.666  -1.515  -6.209
C  -1.956  -1.089  -5.895
C  -2.310  -0.742  -4.595
C  -3.103  -0.979  -1.678
C  -3.563  -2.194  -2.179
C  -4.841  -2.639  -1.801
C  -5.606  -1.910  -0.935
C  -5.035  -0.803  -0.269
C  -3.758  -0.363  -0.648
H  -0.851  -1.337  -0.681
H  0.627  -1.484  -3.031
H  1.242  -2.013  -5.368
H  -0.375  -1.723  -7.253
H  -2.737  -0.874  -6.691
H  -3.369  -0.492  -4.392
H  -2.978  -2.896  -2.796
H  -5.231  -3.553  -2.270
H  -6.677  -2.132  -0.739
H  -5.720  -0.349  0.472
H  -3.386  0.590  -0.239
C  2.575  1.428  -2.728
O  1.524  0.666  -2.144
H  3.091  0.768  -3.423
H  3.280  1.869  -2.009
H  2.178  2.207  -3.388
C  -1.153  2.445  5.074
C  -0.939  2.444  3.600
C  -2.056  2.784  2.777
C  -1.940  2.880  1.390
C  -3.032  3.521  0.564
C  -0.632  2.527  0.851
C  0.309  1.787  1.677
C  0.241  1.954  3.065
N  1.051  0.933  0.950
C  2.049  -0.090  1.471
C  3.281  0.698  2.033
C  4.272  -0.213  2.666
C  4.822  -1.023  1.452
C  3.741  -1.897  0.822
C  3.197  -2.831  1.981
C  2.558  -1.960  3.072
C  3.615  -1.057  3.746
C  1.429  -1.031  2.518
C  2.659  -0.939  0.314
H  -2.224  2.642  5.318
H  -0.516  3.277  5.563
H  -0.863  1.462  5.494
H  -3.012  3.150  3.235
H  -3.997  3.516  1.069
H  -3.092  3.054  -0.422
H  -2.670  4.553  0.382
H  -0.097  3.034  -0.042
H  1.107  1.729  3.741
H  2.887  1.412  2.773
H  3.715  1.349  1.229
H  5.107  0.417  3.029
H  5.711  -1.591  1.785
H  5.204  -0.310  0.754
H  4.134  -2.579  0.054
H  4.032  -3.403  2.434
H  2.453  -3.481  1.602
H  2.075  -2.696  3.798
H  4.286  -1.803  4.215
H  3.111  -0.387  4.462
H  0.929  -0.458  3.319
H  0.723  -1.620  1.912
H  1.939  -1.488  -0.266
H  3.139  -0.294  -0.453

Output
Maximum force ... 4.60 eV/Å
Charge ... +1
Multiplicity ... 5
<S²> ... 6.043
HOMO level (spin up / spin down) ... -10.994 / -10.982 eV
E_tot ... -1730.5140 Eh
Kohn-Sham gap (spin up / spin down) ... 6.932 / 5.109 eV

(2)
Here is CH3ClINO in the gas phase in a non-equilibrium geometry from OMol25. Energies are from ωB97M-V/def2-TZVPD.

Geometry (Å):
C  -0.179  0.022  0.066
N  -2.456  0.509  -0.269
O  -1.431  -0.238  0.621
Cl  -2.677  2.115  0.279
I  -4.217  -0.369  -0.174
H  0.584  -0.563  0.730
H  0.104  1.210  -0.081
H  -0.125  -0.474  -0.986

Output
Maximum force ... 3.18 eV/Å
Charge ... 0
Multiplicity ... 1
HOMO level ... -9.439 eV
E_tot ... -927.6220 Eh
Kohn-Sham gap ... 8.915 eV

(3)
Here is C6H10 in the gas phase in a non-equilibrium geometry from OMol25. Energies are from ωB97M-V/def2-TZVPD.

Geometry (Å):
C  1.193  -0.208  0.648
C  0.911  0.853  -0.410
C  -0.597  0.965  -0.543
C  -1.462  0.488  0.587
C  -0.971  -0.489  -0.481
C  0.354  -1.316  -0.043
H  0.853  0.006  1.664
H  2.276  -0.374  0.704
H  1.104  0.198  -1.283
H  1.490  1.781  -0.385
H  -0.961  1.669  -1.293
H  -1.018  0.454  1.575
H  -2.526  0.737  0.633
H  -1.753  -0.835  -1.166
H  0.018  -2.160  0.545
H  1.090  -1.769  -0.754

Output
Maximum force ... 1.75 eV/Å
Charge ... 0
Multiplicity ... 1
HOMO level ... -9.692 eV
E_tot ... -234.5465 Eh
Kohn-Sham gap ... 10.919 eV

(4)
Here is a molecular structure, C40H48Cl2N2O5P2PmSi in a non-equilibrium geometry from OMol25. Energies are from ωB97M-V/def2-TZVPD.

Geometry (Å):
Pm  -0.634  -1.039  0.758
C  -3.447  2.245  0.013
C  -3.249  1.611  1.371
C  -3.996  2.183  2.419
C  -4.108  1.497  3.660
C  -3.469  0.271  3.798
C  -2.614  -0.212  2.720
N  -2.467  0.507  1.578
N  -1.917  -1.335  2.836
Si  -1.873  -2.432  4.243
C  -0.135  -3.203  4.147
C  -1.927  -1.547  5.948
C  -3.175  -3.841  4.008
H  -4.494  2.500  -0.208
H  -3.024  1.572  -0.768
H  -2.861  3.152  -0.007
H  -4.515  3.119  2.230
H  -4.616  1.952  4.554
H  -3.602  -0.320  4.690
H  0.653  -2.570  4.568
H  0.056  -3.393  3.081
H  -0.062  -4.171  4.673
H  -1.603  -0.509  5.916
H  -1.232  -2.054  6.597
H  -2.859  -1.541  6.455
H  -3.051  -4.223  3.000
H  -4.195  -3.497  4.168
H  -3.027  -4.650  4.742
Cl  4.526  -6.510  0.479
C  3.656  -5.021  0.655
C  4.244  -3.795  1.189
C  3.502  -2.635  1.265
C  2.121  -2.625  0.890
O  1.506  -1.478  0.890
C  1.517  -3.891  0.496
C  0.157  -4.082  0.279
O  -0.789  -3.237  0.566
C  2.351  -5.005  0.254
H  5.300  -3.804  1.461
H  3.902  -1.677  1.526
H  -0.156  -5.059  -0.160
H  1.888  -5.894  -0.165
Cl  1.157  0.991  2.431
C  1.251  2.727  2.410
C  1.068  3.470  3.586
C  1.221  4.865  3.496
C  1.529  5.477  2.251
C  1.683  4.699  1.125
C  1.481  3.316  1.176
P  1.404  2.101  -0.203
C  1.222  3.209  -1.571
C  0.172  4.164  -1.523
C  -0.122  4.997  -2.581
C  0.577  4.860  -3.779
C  1.501  3.828  -3.927
C  1.897  3.074  -2.806
C  3.115  1.563  -0.390
C  3.361  0.596  -1.361
C  4.642  0.129  -1.593
C  5.704  0.608  -0.803
C  5.457  1.479  0.269
C  4.159  1.936  0.460
H  0.850  2.985  4.513
H  1.092  5.467  4.398
H  1.569  6.544  2.198
H  1.902  5.145  0.165
H  -0.429  4.240  -0.608
H  -0.863  5.780  -2.448
H  0.388  5.549  -4.594
H  2.035  3.643  -4.856
H  2.681  2.358  -2.985
H  2.494  0.200  -1.915
H  4.777  -0.587  -2.388
H  6.682  0.251  -1.013
H  6.221  1.867  0.943
H  3.949  2.638  1.262
C  1.220  -2.190  -5.120
C  0.265  -2.796  -4.141
O  -0.796  -1.778  -3.824
P  -0.601  -0.483  -2.797
O  -1.852  0.394  -3.327
C  -1.924  0.793  -4.787
C  -3.222  1.508  -4.968
O  -1.409  -1.048  -1.415
C  -2.800  -1.627  -1.745
C  -2.937  -3.044  -1.213
H  1.766  -2.983  -5.615
H  1.917  -1.567  -4.590
H  0.710  -1.589  -5.834
H  0.798  -3.103  -3.203
H  -0.267  -3.654  -4.567
H  -1.807  -0.109  -5.393
H  -1.067  1.408  -4.986
H  -4.066  0.910  -4.659
H  -3.402  1.690  -6.021
H  -3.232  2.469  -4.494
H  -2.935  -1.624  -2.829
H  -3.528  -0.920  -1.315
H  -2.054  -3.635  -1.450
H  -3.803  -3.485  -1.706
H  -3.086  -3.067  -0.153

Output
Maximum force ... 3.27 eV/Å
Charge ... +1
Multiplicity ... 5
<S²> ... 6.005
HOMO level (spin up / spin down) ... -9.567 / -9.574 eV
E_tot ... -4539.7014 Eh
Kohn-Sham gap (spin up / spin down) ... 6.128 / 6.141 eV

(5)
Here is C4H7NO2S in the gas phase in a non-equilibrium geometry from OMol25. Energies are from ωB97M-V/def2-TZVPD.

Geometry (Å):
C  -0.283  2.361  0.110
O  0.694  1.380  -0.200
C  0.454  0.053  -0.128
N  1.423  -0.790  -0.105
S  2.987  -0.135  -0.133
C  -0.947  -0.518  -0.160
C  -1.072  -1.997  0.092
O  -1.897  0.191  -0.393
H  -1.005  2.483  -0.697
H  -0.816  2.119  1.056
H  0.257  3.298  0.234
H  3.562  -1.366  -0.110
H  -2.153  -2.275  0.015
H  -0.527  -2.550  -0.652
H  -0.677  -2.254  1.071

Output
Maximum force ... 1.34 eV/Å
Charge ... 0
Multiplicity ... 1
HOMO level ... -8.830 eV
E_tot ... -759.9998 Eh
Kohn-Sham gap ... 9.017 eV

(6)
Here is 12 unconnected molecules or ions with the total composition C8H40N8O14 in a non-equilibrium geometry from OMol25. Energies are from ωB97M-V/def2-TZVPD.

Geometry (Å):
N  -2.435  0.385  -1.773
C  -3.747  0.643  -1.923
N  -4.534  -0.456  -2.131
O  -4.241  1.766  -1.797
H  -2.119  -0.560  -1.648
H  -1.766  1.131  -1.698
H  -5.533  -0.409  -2.092
H  -4.133  -1.346  -2.364
N  1.895  0.794  -0.501
C  0.974  -0.131  -0.137
N  -0.303  0.308  0.013
O  1.295  -1.323  0.031
H  2.796  0.362  -0.612
H  1.662  1.761  -0.656
H  -0.971  -0.417  -0.214
H  -0.555  1.283  0.025
N  3.530  3.074  -2.996
C  3.566  3.719  -4.191
N  2.432  4.423  -4.524
O  4.523  3.682  -4.957
H  4.277  2.500  -2.660
H  2.676  3.101  -2.463
H  2.645  5.212  -5.113
H  1.685  4.575  -3.867
N  -3.582  3.582  0.279
C  -2.268  3.648  0.543
N  -1.894  4.414  1.607
O  -1.399  3.093  -0.159
H  -3.810  3.051  -0.566
H  -4.274  4.217  0.629
H  -2.611  4.633  2.279
H  -0.953  4.382  1.954
O  0.830  -4.652  4.177
C  0.651  -4.402  2.785
C  -0.170  -3.118  2.575
O  -1.448  -3.234  3.185
H  1.318  -3.886  4.501
H  1.602  -4.288  2.261
H  0.036  -5.217  2.404
H  -0.249  -2.861  1.513
H  0.390  -2.286  3.008
H  -1.979  -3.861  2.689
O  -2.346  -1.831  -0.137
C  -3.322  -1.396  0.835
C  -4.239  -2.475  1.328
O  -5.169  -2.942  0.355
H  -2.375  -2.792  -0.182
H  -2.657  -1.189  1.687
H  -3.790  -0.446  0.584
H  -4.760  -2.052  2.192
H  -3.674  -3.345  1.671
H  -6.055  -2.967  0.721
O  4.972  -1.366  -1.176
H  5.842  -1.557  -1.544
H  4.575  -2.229  -0.998
O  3.191  -2.350  1.912
H  3.648  -1.553  2.232
H  2.468  -2.035  1.331
O  1.008  3.504  -1.243
H  0.147  3.413  -0.765
H  1.213  4.443  -1.193
O  4.994  -0.317  1.394
H  5.756  0.245  1.569
H  5.097  -0.612  0.471
O  1.007  -3.467  -1.932
H  1.647  -3.500  -2.649
H  1.299  -2.738  -1.361
O  2.445  1.734  2.697
H  2.540  0.831  3.013
H  2.725  1.696  1.774

Output
Maximum force ... 2.23 eV/Å
Charge ... 0
Multiplicity ... 1
HOMO level ... -9.472 eV
E_tot ... -1820.3805 Eh
Kohn-Sham gap ... 9.577 eV

(7)
Here is 2 unconnected molecules or ions with the total composition C3H3Cl3O3S in a non-equilibrium geometry from OMol25. Energies are from ωB97M-V/def2-TZVPD.

Geometry (Å):
C  -0.529  1.024  -0.631
C  1.618  0.450  0.624
C  0.791  0.493  -0.555
O  -1.248  1.046  -1.611
O  -0.380  -2.207  0.603
O  -2.438  -0.940  1.098
S  -1.293  -1.153  0.269
Cl  -1.150  1.822  0.862
Cl  1.508  -0.132  -2.044
Cl  -2.241  -1.498  -1.540
H  1.441  -0.732  0.971
H  1.301  1.155  1.534
H  2.621  0.673  0.421

Output
Maximum force ... 4.35 eV/Å
Charge ... 0
Multiplicity ... 1
HOMO level (spin up / spin down) ... -10.278 / -9.830 eV
E_tot ... -2120.4728 Eh
Kohn-Sham gap (spin up / spin down) ... 7.543 / 6.501 eV

(8)
Here is C2H4NP in the gas phase in a non-equilibrium geometry from OMol25. Energies are from ωB97M-V/def2-TZVPD.

Geometry (Å):
C  -0.259  -1.162  -0.422
C  -1.188  0.026  -0.032
N  -0.052  0.902  -0.623
P  1.088  -0.041  -0.008
H  -2.042  -0.051  -0.610
H  -1.571  0.172  0.902
H  1.608  0.312  1.430
H  2.416  -0.157  -0.638

Output
Maximum force ... 3.81 eV/Å
Charge ... 0
Multiplicity ... 1
HOMO level ... -8.701 eV
E_tot ... -474.4786 Eh
Kohn-Sham gap ... 8.453 eV

(9)
Here is a molecular structure, C13H12N2O5 in a non-equilibrium geometry from OMol25. Energies are from ωB97M-V/def2-TZVPD.

Geometry (Å):
O  4.742  1.153  -0.346
C  3.715  0.783  -0.267
O  2.780  1.647  0.268
H  3.050  2.382  0.528
C  3.060  -0.753  -0.826
N  1.634  -0.900  -0.180
C  0.490  -0.768  -0.840
O  0.546  -0.342  -2.299
C  -0.680  -0.896  -0.198
N  0.066  -1.331  1.129
C  1.314  -0.956  1.114
O  2.067  -1.232  1.872
H  -0.443  -1.569  1.897
C  -1.468  0.402  0.082
C  -0.905  1.538  0.126
C  -1.732  2.666  0.477
C  -3.005  2.450  0.282
C  -3.683  1.335  0.120
C  -2.774  0.335  -0.106
O  -3.584  -0.894  -0.091
C  -2.858  -2.128  -0.101
C  -1.572  -1.972  -0.543
H  -1.595  -1.755  -1.708
H  -0.992  -2.964  -0.400
H  -2.680  -2.126  0.826
H  -3.344  -2.905  -0.431
H  -4.706  1.112  -0.051
H  -3.609  3.666  0.259
H  -1.267  3.617  0.624
H  0.215  1.575  0.406
H  3.065  -0.529  -1.816
H  3.670  -1.359  -0.377

Output
Maximum force ... 16.62 eV/Å
Charge ... 0
Multiplicity ... 1
HOMO level ... -8.983 eV
E_tot ... -987.9110 Eh
Kohn-Sham gap ... 9.252 eV

(10)
Here is a molecular structure, C15H29GaN4O2PS2SbSe4Si in a non-equilibrium geometry from OMol25. Energies are from ωB97M-V/def2-TZVPD.

Geometry (Å):
Ga  0.017  0.564  -0.054
N  -1.565  -3.418  1.958
C  -2.843  -3.020  2.293
C  -3.105  -1.942  1.503
N  -2.034  -1.676  0.693
C  -1.122  -2.569  0.985
C  0.132  -2.680  0.264
N  0.384  -2.009  -0.843
C  1.606  -2.450  -1.281
C  2.110  -3.378  -0.423
N  1.160  -3.525  0.556
H  -1.069  -4.194  2.358
H  -3.428  -3.532  3.037
H  -4.001  -1.346  1.459
H  2.046  -2.086  -2.193
H  3.070  -3.862  -0.432
H  1.276  -4.072  1.390
C  -6.660  2.185  0.545
C  -5.244  1.713  0.255
C  -5.151  0.872  -1.003
O  -4.413  2.868  0.099
P  -3.194  3.132  1.126
S  -2.481  4.893  0.708
S  -2.019  1.516  1.149
O  -4.066  3.118  2.515
C  -3.472  2.764  3.764
C  -2.443  3.787  4.211
C  -4.604  2.622  4.765
H  -7.328  1.328  0.654
H  -7.014  2.821  -0.269
H  -6.667  2.771  1.464
H  -4.897  1.121  1.107
H  -5.414  1.477  -1.873
H  -5.828  0.016  -0.942
H  -4.135  0.497  -1.135
H  -2.976  1.794  3.653
H  -2.903  4.776  4.273
H  -1.623  3.848  3.496
H  -2.034  3.511  5.186
H  -5.121  3.576  4.888
H  -4.205  2.311  5.732
H  -5.328  1.881  4.421
C  1.053  3.372  0.491
Si  0.794  2.553  -1.197
C  1.589  3.892  -2.316
C  -0.811  2.389  -2.202
H  1.450  4.373  0.325
H  1.745  2.802  1.109
H  0.100  3.467  1.017
H  0.921  4.764  -2.287
H  1.653  3.552  -3.351
H  2.585  4.203  -2.001
H  -0.721  3.027  -3.080
H  -1.627  2.764  -1.577
H  -1.044  1.373  -2.527
Se  6.319  1.596  -1.469
Sb  4.462  0.209  -2.236
Se  2.266  0.916  -1.384
Se  5.192  -2.024  -1.466
Se  4.537  -0.012  -4.664

Output
Maximum force ... 5.18 eV/Å
Charge ... -2
Multiplicity ... 1
HOMO level ... -1.027 eV
E_tot ... -14156.6595 Eh
Kohn-Sham gap ... 4.422 eV

(11)
Here is 2 unconnected molecules or ions with the total composition C19H29FN2O7P2S in a non-equilibrium geometry from OMol25. Energies are from ωB97M-V/def2-TZVPD.

Geometry (Å):
C  4.793  -2.404  -0.574
P  5.183  -0.973  0.688
O  6.079  0.308  -0.078
N  3.542  -0.429  1.210
C  3.200  -0.736  2.683
O  4.217  -1.442  3.526
C  1.746  -0.330  3.379
S  1.497  -0.782  5.179
O  0.439  0.061  5.930
O  0.967  -2.268  5.209
F  2.931  -0.750  6.135
C  0.649  0.402  2.400
C  -0.831  0.832  2.960
C  -1.793  -0.469  3.228
C  -1.823  -1.574  2.016
C  -2.829  -1.215  0.772
C  -4.406  -0.861  1.075
C  -5.418  -0.548  -0.190
C  -4.946  -0.555  -1.764
C  -3.354  -0.903  -2.091
C  -2.333  -1.229  -0.814
C  1.013  0.693  0.794
C  -0.116  1.391  -0.217
C  0.043  3.017  -0.353
C  0.134  3.549  -1.920
O  -0.900  4.593  -2.142
C  2.536  0.256  0.261
P  3.107  0.578  -1.534
N  1.961  -0.045  -2.750
O  3.109  2.339  -1.682
H  5.401  -3.375  -0.243
H  5.016  -2.087  -1.684
H  3.646  -2.710  -0.454
H  5.961  0.249  -1.071
H  3.879  -2.383  3.688
H  -1.382  1.626  2.259
H  -0.675  1.410  3.993
H  -2.893  -0.146  3.482
H  -1.368  -1.018  4.198
H  -0.780  -1.841  1.558
H  -2.234  -2.585  2.499
H  -4.741  -0.850  2.218
H  -6.548  -0.320  0.042
H  -5.687  -0.310  -2.639
H  -3.009  -0.923  -3.219
H  -1.214  -1.489  -1.130
H  -1.232  1.153  0.135
H  -0.030  0.904  -1.298
H  0.982  3.337  0.296
H  -0.918  3.512  0.152
H  -0.048  2.622  -2.644
H  1.166  4.054  -2.141
H  -0.410  5.449  -2.327
H  2.391  -0.171  -3.694
H  1.436  -0.888  -2.429
H  3.634  2.622  -2.500
C  -3.722  -1.248  -5.658
O  -2.816  -0.501  -5.045
H  -4.725  -0.812  -5.799
H  -3.495  -1.574  -6.687
H  -3.982  -2.213  -5.191

Output
Maximum force ... 8.39 eV/Å
Charge ... 0
Multiplicity ... 1
HOMO level ... -5.421 eV
E_tot ... -2557.4052 Eh
Kohn-Sham gap ... 1.712 eV

Q: multiplicity of number 7 (C3H3Cl3O3S)?
A: 1